DFT (wB97M-V/def2-TZVPD) results for a 2-piece molecular cluster, C14H22F3NO5 overall in a non-equilibrium geometry.

Multiplicity: 1
E_tot, eV: -34751.683
HOMO energy, eV: -8.0
Total charge: 0
LUMO, eV: -1.309
SMILES: CCOC1=C(COC(F)(F)F)C(=O)OC1=O.CCN(CC)CC

Bonds (Å) are listed after each position.
Positions of all 45 atoms, in Å:
1 C -3.45483 -0.09831 3.75136  C2 1.525, H12 1.095, H39 1.097, N44 1.458
2 C -4.64122 -0.58180 4.57800  C1 1.525, H22 1.093, H23 1.093, H43 1.092
3 O 4.14983 0.44095 -3.42117  C33 1.452, C38 1.412
4 C -4.26833 -1.39476 1.06886  C16 1.528, H17 1.092, H20 1.094, H37 1.090
5 H 1.17837 2.48219 -4.43578  C21 1.156
6 H 6.08477 0.22580 -2.40845  C33 1.139
7 C -1.42401 -0.76766 2.57513  H27 1.097, C28 1.526, H41 1.097, N44 1.461
8 F 0.46090 -1.01504 -3.29037  C40 1.410
9 H 5.71733 -0.88370 -3.81530  C33 1.157
10 H 1.76277 0.74773 -4.42040  C21 1.138
11 H 3.70858 -1.21997 -1.51125  C14 1.141
12 H -2.77646 0.41731 4.43930  C1 1.095
13 F -1.13045 -0.15862 -1.92143  C40 1.432
14 C 4.68797 -1.57934 -1.97266  H11 1.141, H25 1.154, H29 1.146, C33 1.627
15 H -2.85760 -2.83155 1.81542  C16 1.096
16 C -3.50541 -2.04648 2.22095  C4 1.528, H15 1.096, H35 1.096, N44 1.459
17 H -4.83262 -0.51446 1.38442  C4 1.092
18 O 0.20432 1.32829 -2.99137  C21 1.452, C40 1.406
19 H -0.38208 0.63466 1.31321  C28 1.093
20 H -4.98794 -2.10882 0.65662  C4 1.094
21 C 1.42019 1.59211 -3.73896  H5 1.156, H10 1.138, O18 1.452, C31 1.603
22 H -4.33661 -1.34984 5.29366  C2 1.093
23 H -5.06380 0.25355 5.14310  C2 1.093
24 O 1.66796 4.31528 -1.76093  C45 1.239
25 H 4.41416 -2.48262 -2.63586  C14 1.154
26 H -2.02507 1.14173 1.68916  C28 1.092
27 H -0.83464 -0.37626 3.41323  C7 1.097
28 C -1.40380 0.27370 1.45941  C7 1.526, H19 1.093, H26 1.092, H32 1.091
29 H 5.45142 -1.89744 -1.17917  C14 1.146
30 C 4.65030 2.33637 -1.48174  O34 1.235, C38 1.591, O42 1.447
31 C 2.55575 2.12913 -2.74238  C21 1.603, C38 1.417, C45 1.589
32 H -1.72830 -0.14845 0.50757  C28 1.091
33 C 5.24126 -0.36237 -2.89916  O3 1.452, H6 1.139, H9 1.157, C14 1.627
34 O 5.84752 2.39315 -1.18350  C30 1.235
35 H -4.22915 -2.59079 2.83779  C16 1.096
36 F 1.04002 -0.08593 -1.27400  C40 1.414
37 H -3.60433 -1.10824 0.25268  C4 1.090
38 C 3.83844 1.54509 -2.59839  O3 1.412, C30 1.591, C31 1.417
39 H -3.80206 0.65428 3.03226  C1 1.097
40 C 0.20145 0.05017 -2.40453  F8 1.410, F13 1.432, O18 1.406, F36 1.414
41 H -0.87302 -1.65516 2.24034  C7 1.097
42 O 3.57241 3.08958 -0.87692  C30 1.447, C45 1.437
43 H -5.43787 -0.98575 3.94919  C2 1.092
44 N -2.72582 -1.17833 3.09660  C1 1.458, C7 1.461, C16 1.459
45 C 2.46970 3.37062 -1.75453  O24 1.239, C31 1.589, O42 1.437

DFT (wB97M-V/def2-TZVPD) results for a 7-piece molecular cluster, C4H25N2O6S overall in a non-equilibrium geometry.

Multiplicity: 1
E_tot, eV: -30646.826
HOMO energy, eV: -11.9
Energy above the lowest of the compared OMol25 structures with the same formula, charge and spin, eV: 2.635
Total charge: +1
LUMO, eV: -2.753

Bonds (Å) are listed after each position.
Positions of all 38 atoms, in Å:
1 H -2.69351 0.07420 0.45084  C21 1.058
2 H -2.81517 1.19470 -2.45176  S30 1.340
3 H -3.21603 -0.59422 -1.01657  C21 1.111
4 H 1.01784 -1.81305 -3.46148  O32 0.977
5 H -1.38850 -2.17754 1.71689  C19 1.112
6 H -0.76619 3.54786 0.32499  O25 0.989
7 O 1.20086 -2.27412 2.93103  H23 0.957, H28 1.034
8 H -0.35751 -0.03921 1.07442  N24 1.017
9 H 1.29556 -0.43780 -3.01476  O32 0.967
10 H 1.71272 -2.74777 -0.95431  N15 1.028
11 H -1.97601 -2.17708 0.21631  C19 1.065
12 O 2.54674 -0.10704 0.77581  H18 0.953, H29 0.973
13 C -0.93819 -0.14449 -0.92915  H20 1.165, C21 1.593, N24 1.520, H27 1.086
14 H 0.87990 -1.38693 0.07209  N15 1.237
15 N 1.21517 -2.56840 -0.07324  H10 1.028, H14 1.237, C31 1.521, H33 1.067
16 H 1.06373 2.23175 1.67558  O36 0.958
17 H -0.20814 2.78080 2.36450  O36 0.959
18 H 2.47363 0.55352 1.45828  O12 0.953
19 C -1.02617 -2.03303 0.67512  H5 1.112, H11 1.065, N24 1.497, C31 1.567
20 H -0.34459 0.83042 -1.16123  C13 1.165
21 C -2.47287 0.10824 -0.58344  H1 1.058, H3 1.111, C13 1.593, S30 1.842
22 H 0.05639 -3.93407 1.02283  C31 1.095
23 H 0.32452 -2.25557 3.31518  O7 0.957
24 N -0.34889 -0.74155 0.33882  H8 1.017, C13 1.520, C19 1.497
25 O 0.15599 3.86757 0.48486  H6 0.989, H34 0.993
26 O 2.12863 2.21280 -1.21079  H37 0.952, H38 0.960
27 H -0.82834 -0.85621 -1.74183  C13 1.086
28 H 1.66837 -1.82046 3.73391  O7 1.034
29 H 2.61367 -0.99607 1.16650  O12 0.973
30 S -2.78775 1.79467 -1.25422  H2 1.340, C21 1.842
31 C -0.12717 -3.22785 0.20607  N15 1.521, C19 1.567, H22 1.095, H35 1.119
32 O 1.26181 -1.33179 -2.64706  H4 0.977, H9 0.967
33 H 1.94363 -2.93167 0.61616  N15 1.067
34 H 0.69335 3.75224 -0.34198  O25 0.993
35 H -0.68694 -3.56304 -0.70340  C31 1.119
36 O 0.29552 1.98360 2.19180  H16 0.958, H17 0.959
37 H 2.84724 2.33088 -1.82458  O26 0.952
38 H 2.14904 1.30616 -0.89515  O26 0.960

DFT (wB97M-V/def2-TZVPD) results for one molecule with the formula C2H3BrO in a non-equilibrium geometry.

Multiplicity: 1
E_tot, eV: -74210.421
HOMO energy, eV: -10.0
Energy above the lowest of the compared OMol25 structures with the same formula, charge and spin, eV: 1.992
Total charge: 0
LUMO, eV: 0.886
SMILES: Br[C@H]1CO1

Bonds (Å) are listed after each position.
Positions of all 7 atoms, in Å:
1 H -1.69076 0.14206 -0.04913  C2 1.154
2 C -0.64409 0.10271 -0.53373  H1 1.154, O3 1.407, H6 1.022, C7 1.578
3 O -0.15454 -1.16251 -0.16001  C2 1.407, C7 1.430
4 H 0.21524 0.07852 1.63893  C7 1.113
5 Br 2.22835 0.28621 -0.10064  C7 1.925
6 H -0.41963 0.65323 -1.36459  C2 1.022
7 C 0.46544 -0.10022 0.56917  C2 1.578, O3 1.430, H4 1.113, Br5 1.925

DFT (wB97M-V/def2-TZVPD) results for a 4-piece molecular cluster, C13H21F3N3O9S overall in a non-equilibrium geometry.

Multiplicity: 1
E_tot, eV: -55697.938
HOMO energy, eV: -13.5
Total charge: +1
LUMO, eV: -5.753

Bonds (Å) are listed after each position.
Positions of all 50 atoms, in Å:
1 C 1.27977 -0.96931 -1.20918  C6 1.579, C14 1.577, H27 1.121, H30 1.123
2 C 0.58415 2.73322 -5.33950  H7 1.092, H18 1.089, O26 1.429, C40 1.499
3 H 0.36140 -3.30744 3.93088  C32 1.090
4 C 0.25070 -0.63846 5.55367  O13 1.362, O21 1.189, O47 1.358
5 H 0.29877 -2.82242 -2.11664  C14 1.118
6 C -0.08525 -0.18911 -1.06344  C1 1.579, H8 1.125, N19 1.505, H22 1.130
7 H 0.83673 2.74928 -6.40197  C2 1.092
8 H -0.51104 -0.20260 -0.02263  C6 1.125
9 H -3.01474 -2.81695 -2.28479  N28 1.027
10 H -3.11632 0.46582 -0.42095  N38 1.017
11 H 1.04424 -3.12829 -0.50117  C14 1.121
12 C 1.48886 2.61382 2.81272  H15 1.090, C24 1.498, O34 1.426, H36 1.093
13 O 0.30548 -1.26471 4.34598  C4 1.362, C32 1.428
14 C 1.13709 -2.52267 -1.43990  C1 1.577, H5 1.118, H11 1.121, H20 1.130
15 H 0.92324 2.86819 3.70862  C12 1.090
16 H -3.96549 0.11750 -1.96900  N38 1.024
17 H -0.49637 -3.20231 6.20674  C37 1.093
18 H 1.49182 2.89861 -4.76042  C2 1.089
19 N -1.04801 -0.66905 -2.11532  C6 1.505, C49 1.418, H50 1.024
20 H 2.08693 -2.85762 -1.95172  C14 1.130
21 O -0.04935 0.50331 5.69427  C4 1.189
22 H 0.10764 0.89998 -1.29436  C6 1.130
23 H 1.90698 -2.57003 4.39333  C32 1.093
24 C 0.95132 1.39944 2.11924  C12 1.498, O33 1.413, F43 1.367, H45 1.092
25 O -1.68450 2.96173 -5.26370  C40 1.419, C41 1.356
26 O -0.01600 1.47869 -5.01256  C2 1.429, C41 1.358
27 H 1.88028 -0.55531 -2.06082  C1 1.121
28 N -2.55084 -2.44186 -1.44892  H9 1.027, S39 1.749, C49 1.452
29 H -4.80994 -2.33315 -0.30206  S39 1.394
30 H 1.88600 -0.81151 -0.27731  C1 1.123
31 C 3.15397 1.21891 2.27174  O33 1.366, O34 1.359, O35 1.186
32 C 0.83083 -2.57107 4.58248  H3 1.090, O13 1.428, H23 1.093, C37 1.500
33 O 2.09364 0.85612 1.49004  C24 1.413, C31 1.366
34 O 2.81618 2.20896 3.13906  C12 1.426, C31 1.359
35 O 4.22970 0.72465 2.20509  C31 1.186
36 H 1.52522 3.48886 2.15833  C12 1.093
37 C 0.49930 -2.78763 6.02886  H17 1.093, C32 1.500, F42 1.352, O47 1.417
38 N -3.23026 -0.06624 -1.27998  H10 1.017, H16 1.024, C49 1.353
39 S -3.50265 -2.71705 -0.00709  N28 1.749, H29 1.394
40 C -0.50519 3.70216 -4.99203  C2 1.499, O25 1.419, H44 1.093, F48 1.350
41 C -1.36047 1.66017 -5.06240  O25 1.356, O26 1.358, O46 1.195
42 F 1.42890 -3.56133 6.63294  C37 1.352
43 F 0.04421 1.74179 1.15535  C24 1.367
44 H -0.50710 4.02377 -3.94700  C40 1.093
45 H 0.51426 0.65721 2.79081  C24 1.092
46 O -2.15891 0.78045 -4.93760  C41 1.195
47 O 0.57279 -1.47968 6.56939  C4 1.358, C37 1.417
48 F -0.47487 4.78382 -5.79967  C40 1.350
49 C -2.31900 -1.01602 -1.59201  N19 1.418, N28 1.452, N38 1.353
50 H -1.12408 -0.03465 -2.91539  N19 1.024